1.
8
Properties=species:S:1:pos:R:3:lowdin_charge:R:1 method="wB97M-V/def2-TZVPD" orbital_gap_ev=7.64 total_charge=0
I 4.00677 -1.04204 2.13424 0.835
N 0.40780 0.02447 0.13574 -0.510
C 2.44246 -0.98484 0.78498 -1.096
S 0.29002 -1.63960 1.15525 0.542
H -0.03513 0.06807 -0.87170 0.094
O 0.18627 -1.10389 2.50142 -0.403
S 2.00347 0.42019 0.05068 0.829
N -0.55011 -2.66669 0.62593 -0.290

---

2.
6
Properties=species:S:1:pos:R:3:lowdin_charge:R:1 method="wB97M-V/def2-TZVPD" orbital_gap_ev=6.39 smiles="[O-]C(=S)NI" total_charge=-1
N -0.57821 0.11285 0.19733 -0.575
S 1.68908 0.54576 1.02621 0.362
I -2.21206 -0.32329 -1.06210 0.533
O 0.95969 -1.19736 -0.85500 -0.130
C 0.68127 -0.32421 -0.06389 -1.295
H -0.53978 1.18625 0.75745 0.105

---

Number 1: LUMO -0.07505 hartree, highest occupied orbital energy -9.69 eV. Number 2: LUMO 0.10284 hartree, highest occupied orbital energy -3.59 eV.